7 unconnected molecules or ions with the total composition C23H32F12N2O11 at a distorted geometry, computed with ωB97M-V/def2-TZVPD.

Values from the calculation:
LUMO level = 0.140 eV
SMILES string = CCOC(=O)C(F)(F)F.CCOC(=O)C(F)(F)F.CCOC(=O)C(F)(F)F.CCOC(=O)C(F)(F)F.COC(=O)OC.CC#N.CC#N
molecular weight = 740.5 Da
charge = 0
gap between HOMO and LUMO = 11.32 eV

The geometry in XYZ format:
```
80
Properties=species:S:1:pos:R:3:forces:R:3:lowdin_charge:R:1
C 7.307 8.136 0.118 0.0 0.8 -0.4 -0.066
C 6.494 6.875 -0.087 -0.5 0.8 -0.4 -0.201
O 5.659 6.663 1.056 -2.4 -0.3 2.0 -0.017
C 4.460 7.327 1.294 0.9 2.3 -3.3 -0.288
O 4.000 8.227 0.579 1.1 -2.8 2.0 0.130
C 3.815 6.960 2.664 -1.3 -0.6 -0.1 -0.466
F 3.258 5.699 2.686 1.2 1.2 -0.1 0.121
F 4.804 7.062 3.555 -0.9 -0.2 0.3 0.171
F 2.749 7.772 2.991 2.1 -0.7 -0.5 0.127
H 8.040 8.002 0.913 0.2 -0.2 -0.2 0.082
H 6.763 9.044 0.381 -0.7 -0.4 0.2 0.076
H 7.770 8.461 -0.814 0.5 -0.5 0.0 0.081
H 7.183 6.038 -0.199 -0.3 -0.2 0.6 0.123
H 5.850 6.818 -0.965 0.1 0.6 -0.1 0.127
C -0.101 -1.900 -6.512 -0.1 -1.4 0.9 -0.047
C -1.486 -2.417 -5.887 2.0 2.0 -0.3 -0.184
O -2.298 -2.999 -6.896 -1.1 -2.2 -1.5 -0.010
C -2.100 -4.290 -7.390 2.1 1.5 1.8 -0.316
O -1.245 -5.033 -6.997 -0.6 0.4 -0.1 0.175
C -3.021 -4.734 -8.528 0.9 0.8 -2.0 -0.558
F -2.470 -5.759 -9.252 -0.2 1.4 0.7 0.142
F -4.137 -5.155 -8.069 -2.2 -1.1 1.3 0.225
F -3.330 -3.707 -9.364 0.8 -0.5 0.1 0.143
H -0.184 -1.751 -7.589 -0.2 0.2 0.2 0.075
H 0.716 -2.603 -6.355 -0.3 -0.6 -0.2 0.060
H 0.356 -1.038 -6.027 -0.8 0.5 0.0 0.064
H -1.986 -1.501 -5.571 -0.5 -0.1 -0.5 0.112
H -1.407 -2.934 -4.931 0.3 -0.9 -0.5 0.118
C 0.021 -3.916 -0.880 0.1 0.3 0.0 -0.052
C -1.126 -4.526 -0.096 1.6 0.9 1.4 -0.226
O -2.048 -5.107 -0.956 -0.9 -0.1 -1.7 0.059
C -3.006 -5.858 -0.495 -0.1 -1.1 4.1 -0.363
O -3.103 -6.285 0.667 0.2 1.2 -3.0 0.137
C -4.091 -6.192 -1.503 -0.6 -0.7 -1.1 -0.558
F -3.895 -5.735 -2.739 0.7 0.1 -0.2 0.167
F -4.194 -7.529 -1.587 0.0 0.2 0.2 0.164
F -5.268 -5.691 -1.141 -0.2 0.0 0.7 0.176
H 0.339 -4.506 -1.739 -0.1 -0.1 0.1 0.084
H 0.872 -3.784 -0.212 0.1 -0.2 0.0 0.079
H -0.225 -2.906 -1.207 -0.1 -0.1 -0.3 0.074
H -1.585 -3.710 0.462 -0.4 -0.1 0.1 0.127
H -0.751 -5.214 0.661 -0.2 -0.4 -0.2 0.131
C -3.839 -0.893 1.884 -0.1 -1.6 0.0 -0.040
C -4.654 -1.759 2.959 0.3 3.2 -1.8 -0.213
O -3.755 -2.501 3.691 1.7 -1.5 3.3 -0.004
C -3.644 -2.311 5.073 -0.6 0.3 -1.3 -0.299
O -4.228 -1.503 5.724 0.0 0.0 -0.4 0.175
C -2.664 -3.291 5.798 -1.8 -1.5 0.2 -0.568
F -3.161 -3.609 7.036 0.1 0.5 -1.2 0.136
F -2.535 -4.422 5.113 -0.3 -0.5 -0.3 0.169
F -1.478 -2.828 5.974 1.8 1.4 0.2 0.218
H -4.469 -0.213 1.310 -0.1 0.0 0.3 0.072
H -3.422 -1.617 1.184 -0.3 -0.2 -0.4 0.050
H -2.905 -0.416 2.180 -0.5 0.4 0.9 0.067
H -5.320 -2.412 2.394 0.0 -0.1 0.3 0.126
H -5.194 -1.050 3.587 -0.2 -0.3 0.1 0.114
C -0.548 1.467 6.314 0.8 1.1 -0.4 -0.025
O 0.505 0.508 6.602 -0.8 0.5 0.4 0.001
C 1.283 0.087 5.604 -1.1 1.0 -1.3 -0.570
O 1.038 0.328 4.427 1.2 -0.8 1.5 0.097
O 2.275 -0.596 6.179 -1.6 0.8 1.7 0.016
C 3.391 -1.003 5.524 1.2 -1.3 -3.0 -0.087
H -1.061 1.757 7.231 -0.2 -1.2 0.0 0.095
H -1.170 1.255 5.444 -0.1 -0.7 0.4 0.090
H -0.131 2.443 6.067 0.7 -0.1 -0.3 0.088
H 4.256 -0.341 5.572 -0.2 0.2 0.4 0.103
H 3.140 -1.128 4.471 0.2 0.3 -0.4 0.092
H 3.679 -2.023 5.780 -0.1 0.2 0.8 0.099
C 0.632 4.856 -4.657 0.5 -0.6 -0.9 -0.072
C 1.771 4.517 -3.833 1.1 -0.1 1.3 -0.299
N 2.626 4.155 -3.144 -0.7 0.4 -0.7 0.117
H 0.562 3.962 -5.277 -0.9 -0.3 0.1 0.085
H 0.868 5.588 -5.430 0.0 0.6 0.6 0.083
H -0.250 5.073 -4.053 0.1 0.0 -0.3 0.090
C 0.414 2.083 0.223 0.8 -0.8 0.6 -0.076
C -0.438 1.748 -0.934 -0.6 0.2 -0.2 -0.266
N -1.098 1.481 -1.850 0.9 0.3 1.2 0.108
H 1.010 2.993 0.155 -0.3 0.0 -0.5 0.080
H 1.100 1.255 0.399 0.5 -0.1 -0.7 0.077
H 0.012 2.057 1.235 -1.2 0.4 -0.4 0.076
```
Forces are in eV/Å.



A molecular structure, C23H32F4IN2NaO11S, computed with ωB97M-V/def2-TZVPD.

Values from the calculation:
LUMO level = -2.895 eV
molecular weight = 770.5 Da
charge = 0
relative energy (zero: lowest compared OMol25 entry of this formula, charge and spin) = 0.00 kcal/mol
gap between HOMO and LUMO = 1.70 eV

The geometry in XYZ format:
```
75
Properties=species:S:1:pos:R:3:forces:R:3:lowdin_charge:R:1
C 8.011 -1.899 2.499 0.5 0.3 -0.3 -0.129
O 7.522 -0.686 1.879 -0.1 -0.2 -0.1 -0.203
C 6.161 -0.524 2.182 -0.2 0.2 -0.1 -0.277
C 5.780 0.953 2.104 0.3 -0.4 -0.3 -0.178
C 5.614 1.450 0.660 0.2 0.5 0.2 -0.207
C 4.704 2.682 0.514 0.0 -0.4 -0.4 -0.222
C 3.346 2.522 1.197 0.1 0.5 -0.2 -0.224
C 2.386 3.693 0.904 0.5 0.2 0.1 -0.214
C 1.786 4.287 2.188 -0.4 -0.5 -0.5 -0.207
C 0.877 3.290 2.930 0.4 0.4 -0.4 -0.207
C -0.345 2.947 2.076 0.1 -0.3 0.6 -0.180
C -1.368 2.084 2.868 0.3 0.1 0.1 -0.106
C -1.601 0.715 2.309 0.0 -0.1 -0.1 -0.078
C -1.520 -0.426 3.123 0.0 0.4 0.2 -0.012
N -1.737 -1.651 2.718 0.1 0.0 0.0 0.051
N -2.035 -1.807 1.449 -0.4 -0.6 -0.5 -0.441
I -2.330 -3.800 0.931 0.3 -0.1 0.2 1.151
C -2.161 -0.834 0.548 0.1 0.5 0.0 -0.146
C -2.548 -1.069 -0.888 0.2 0.0 -0.4 -0.155
O -3.562 -0.153 -1.277 -0.1 -0.4 0.0 -0.125
O -3.166 0.546 -2.449 0.6 0.0 0.7 -0.021
C -1.914 0.480 0.980 -0.2 0.2 0.4 -0.182
O -1.966 1.488 0.084 0.1 -0.1 -0.1 0.100
H 8.812 -2.325 1.886 -0.1 0.2 -0.2 0.071
H 7.218 -2.629 2.640 0.1 0.0 0.1 0.053
H 8.402 -1.673 3.486 -0.2 -0.1 0.1 0.060
H 5.547 -1.075 1.444 0.0 -0.1 0.1 0.118
H 5.916 -0.943 3.165 0.2 0.1 0.1 0.119
H 6.600 1.516 2.560 -0.2 0.0 0.2 0.120
H 4.878 1.077 2.705 0.0 0.1 -0.1 0.092
H 6.608 1.743 0.311 -0.1 -0.2 -0.2 0.111
H 5.286 0.648 -0.008 -0.2 0.0 0.2 0.108
H 4.529 2.844 -0.558 0.0 0.1 0.1 0.109
H 5.228 3.571 0.880 -0.2 0.0 0.1 0.115
H 3.518 2.507 2.275 -0.1 -0.3 0.0 0.091
H 2.919 1.567 0.873 0.0 -0.1 0.3 0.120
H 2.968 4.492 0.432 -0.1 0.0 0.0 0.106
H 1.618 3.421 0.175 0.0 0.0 0.1 0.100
H 1.185 5.159 1.908 0.2 0.2 0.3 0.108
H 2.625 4.577 2.823 -0.2 0.2 0.1 0.117
H 0.574 3.718 3.889 0.0 -0.1 0.0 0.115
H 1.476 2.390 3.101 -0.2 -0.1 0.3 0.113
H -0.810 3.878 1.747 0.0 -0.1 -0.2 0.122
H 0.000 2.373 1.219 -0.1 0.3 -0.2 0.098
H -0.988 1.982 3.888 -0.1 -0.1 0.0 0.116
H -2.336 2.587 2.971 0.0 0.0 -0.2 0.137
H -1.275 -0.303 4.171 0.0 -0.2 0.0 0.143
H -1.656 -0.915 -1.504 0.0 0.1 0.1 0.159
H -2.912 -2.077 -1.087 0.1 0.0 0.3 0.053
H -3.181 -0.120 -3.153 -0.4 0.0 0.1 0.103
H -2.802 1.970 0.138 0.0 0.0 -0.1 0.156
C -6.488 0.692 -5.026 -0.1 -0.1 0.0 0.077
C -5.375 1.413 -5.207 0.0 -0.2 0.1 -0.219
C -5.244 2.419 -6.322 -0.1 0.1 -0.2 -0.311
O -4.197 3.037 -6.388 0.1 -0.1 0.1 0.114
C -6.354 2.586 -7.237 0.1 0.1 0.0 0.077
C -7.469 1.863 -7.061 0.1 0.1 -0.2 -0.234
C -7.610 0.874 -5.930 0.1 -0.1 0.2 -0.311
O -8.663 0.273 -5.835 0.0 0.1 -0.1 0.112
O -8.527 1.954 -7.853 0.0 -0.1 0.1 0.122
O -4.301 1.310 -4.426 -0.3 0.3 -0.9 0.076
H -6.594 -0.030 -4.228 0.0 0.0 0.0 0.134
H -6.244 3.298 -8.043 0.0 0.0 0.0 0.138
H -9.189 1.327 -7.501 0.0 0.0 0.0 0.123
H -3.657 1.953 -4.792 0.0 0.1 0.0 0.129
C -1.242 -8.156 0.504 0.6 0.2 -0.6 -0.610
F -1.927 -7.009 0.344 -0.5 -0.1 0.2 0.045
F -1.981 -8.946 1.396 -0.4 0.2 -0.1 -0.042
F -1.286 -8.794 -0.657 -0.1 -0.1 0.1 0.147
S 0.448 -7.860 1.180 0.1 0.0 0.2 0.427
O 0.096 -7.196 2.415 -0.1 0.0 0.0 -0.326
O 1.009 -7.041 0.142 0.0 0.0 0.0 -0.291
O 0.933 -9.210 1.294 0.0 0.0 0.1 -0.301
Na -3.302 -10.001 2.591 0.2 -0.1 0.1 0.908
F 7.285 -3.006 4.735 -0.3 -0.1 0.4 -0.804
```
Forces are in eV/Å.



A molecular structure, C23H32FeN8O7P2SSe at a distorted geometry, computed with ωB97M-V/def2-TZVPD.

Values from the calculation:
LUMO level (spin up / spin down) = -2.976 / -4.166 eV
molecular weight = 761.4 Da
charge = +1
multiplicity = 6
relative energy (zero: lowest compared OMol25 entry of this formula, charge and spin) = 109.78 kcal/mol
expectation value of S² = 8.762
gap between HOMO and LUMO (spin up / spin down) = 7.51 / 6.32 eV

The geometry in XYZ format:
```
75
Properties=species:S:1:pos:R:3:forces:R:3:lowdin_charge:R:1
Fe 0.680 0.098 -0.577 0.5 0.9 0.0 0.854
C 5.131 4.205 -0.597 0.0 0.0 0.0 -0.082
C 4.942 3.025 0.345 0.0 0.0 0.0 -0.274
N 3.624 2.993 0.964 -0.1 0.0 0.0 -0.006
C 2.510 2.467 0.418 0.0 0.0 0.0 -0.750
S 2.640 1.478 -1.021 0.0 0.0 -0.1 0.781
N 1.363 2.710 0.994 0.0 -0.1 -0.1 0.014
N 0.352 2.072 0.314 0.0 0.1 0.2 -0.082
C -0.745 2.706 0.126 0.0 -0.1 0.0 -0.287
C -1.018 4.099 0.576 0.0 0.0 0.1 -0.001
C -1.744 1.956 -0.658 0.0 -0.1 0.1 -0.275
C -2.970 2.487 -1.013 0.0 0.0 0.0 0.005
C -3.844 1.713 -1.760 0.0 0.0 0.0 -0.018
C -3.455 0.443 -2.143 0.0 0.0 0.0 -0.012
C -2.202 -0.010 -1.765 0.0 0.1 0.1 -0.103
N -1.367 0.719 -1.023 -0.2 -0.2 -0.2 0.029
H 6.127 4.181 -1.038 0.0 0.0 0.0 0.078
H 4.398 4.172 -1.403 0.0 0.0 0.0 0.067
H 5.017 5.151 -0.067 0.0 0.0 0.0 0.076
H 5.084 2.087 -0.190 0.0 0.0 0.0 0.080
H 5.674 3.053 1.152 0.0 0.0 0.0 0.117
H 3.445 3.638 1.720 0.0 0.0 0.0 0.145
H -0.181 4.475 1.152 0.0 0.0 0.0 0.074
H -1.177 4.743 -0.291 0.0 0.0 0.0 0.102
H -1.920 4.129 1.189 0.0 0.0 0.0 0.095
H -3.235 3.489 -0.710 0.0 0.0 0.0 0.120
H -4.812 2.104 -2.042 0.0 0.0 0.0 0.122
H -4.097 -0.191 -2.736 0.0 0.0 0.0 0.119
H -1.847 -0.982 -2.058 0.0 0.0 0.0 0.083
C -0.468 -3.212 -3.548 0.0 0.0 0.0 -0.067
C 0.666 -3.179 -2.529 0.0 0.0 -0.2 -0.686
O 1.622 -4.209 -2.764 0.0 0.0 0.0 -0.069
P 0.026 -3.672 -0.828 0.1 0.0 0.2 1.038
O -1.735 -2.343 0.388 0.1 -0.1 -0.3 -0.150
O 1.373 -3.684 0.045 -0.2 -0.2 0.1 -0.257
O -0.593 -2.104 -0.489 -0.2 -0.2 0.1 -0.470
P 1.525 -1.583 -2.487 0.1 -0.3 -0.2 0.367
O 2.480 -1.738 -3.751 -0.1 0.2 0.1 -0.081
O 2.255 -1.452 -1.166 -0.1 -0.1 0.1 -0.377
O 0.594 -0.379 -2.592 -0.1 -0.2 0.1 -0.341
H -0.853 -4.229 -3.621 0.0 0.0 0.0 0.092
H -0.113 -2.901 -4.532 0.0 0.0 0.0 0.094
H -1.281 -2.546 -3.263 0.0 0.0 0.0 0.063
H 2.060 -4.048 -3.610 0.0 0.0 0.0 0.100
H -1.932 -1.444 0.744 0.0 0.2 0.0 -0.053
H 2.004 -2.984 -0.220 0.0 0.1 -0.1 0.030
H 2.868 -0.911 -4.064 0.0 0.0 0.0 0.108
C -1.501 0.365 5.323 0.0 0.0 0.0 -0.019
N -2.460 -0.602 4.810 0.0 0.0 0.0 -0.121
C -3.061 -1.590 5.565 0.0 0.0 0.0 -0.031
C -3.869 -2.282 4.739 0.0 0.0 0.0 -0.027
N -3.756 -1.707 3.488 0.0 -0.1 0.0 -0.116
C -4.444 -2.172 2.294 0.0 0.0 0.0 -0.017
C -2.885 -0.679 3.531 0.0 0.0 0.1 -0.660
Se -2.366 0.414 2.120 -0.2 0.0 0.0 0.782
H -1.802 0.664 6.324 0.0 0.0 0.0 0.099
H -1.494 1.229 4.665 0.0 0.0 0.0 0.055
H -0.502 -0.070 5.356 0.0 0.0 0.0 0.092
H -2.867 -1.703 6.616 0.0 0.0 0.0 0.130
H -4.515 -3.120 4.926 0.0 0.0 0.0 0.130
H -5.398 -2.603 2.587 0.0 0.0 0.0 0.100
H -3.845 -2.922 1.777 0.0 0.0 0.0 0.092
H -4.608 -1.324 1.635 0.0 0.0 0.0 0.067
N 3.574 -3.406 5.420 0.0 0.0 0.1 0.191
C 3.123 -2.823 4.541 0.0 0.1 -0.1 -0.151
C 2.555 -2.076 3.447 0.0 -0.1 0.1 -0.194
C 3.370 -1.366 2.576 0.0 0.0 0.0 0.029
C 2.783 -0.664 1.543 -0.1 0.0 0.0 -0.110
N 1.455 -0.620 1.351 0.0 -0.3 0.0 0.021
C 0.683 -1.315 2.195 0.0 0.1 0.0 -0.122
C 1.184 -2.052 3.249 0.0 0.0 0.0 0.017
H 4.444 -1.368 2.689 0.0 0.0 0.0 0.133
H 3.390 -0.132 0.828 0.0 0.0 -0.1 0.070
H -0.382 -1.265 2.030 0.1 0.0 0.0 0.018
H 0.516 -2.608 3.891 0.0 0.0 0.0 0.131
```
Forces are in eV/Å.



> Among the records above, which one has the lowest molecular weight?

C23H32F12N2O11